The following is a quantum chemistry calculation of a cluster of 13 separate species, C46H127N9O15 in total, from the OMol25 dataset.

```
197
C46H127N9O15 | the OMol25 dataset | ωB97M-V/def2-TZVPD
C -1.3818 -6.2865 9.2221
C -2.2948 -5.5871 8.1999
C -1.5668 -4.3899 7.6377
O -1.1936 -3.5034 8.7318
C -0.6685 -2.1955 8.2562
N -2.6605 -6.5365 7.2043
H -1.0694 -5.7519 10.1191
H -0.4549 -6.6161 8.7527
H -1.9403 -7.1641 9.5477
H -3.1788 -5.2706 8.7534
H -2.2434 -3.9012 6.9367
H -0.7145 -4.6254 7.0003
H -1.3888 -1.7267 7.5858
H 0.2971 -2.4158 7.8011
H -0.5898 -1.5256 9.1124
H -3.0742 -7.2395 7.7999
H -3.5331 -6.1345 6.8928
C -9.5409 -5.3988 -0.3275
C -8.0129 -5.3595 -0.0759
C -7.4899 -5.9974 1.2594
O -8.1172 -5.4712 2.4163
C -7.8895 -4.0664 2.5815
N -7.4171 -6.1018 -1.2002
H -9.8005 -5.1827 -1.3638
H -10.0497 -4.6767 0.3112
H -10.0037 -6.3729 -0.1692
H -7.6370 -4.3366 -0.0937
H -6.4141 -5.8430 1.3417
H -7.6357 -7.0776 1.2591
H -8.2807 -3.3347 1.8745
H -6.8356 -3.8346 2.7353
H -8.4368 -3.8532 3.4997
H -7.6905 -5.7386 -2.1021
H -7.7394 -7.0580 -1.1566
C 3.5181 -8.2936 -3.7676
C 3.9937 -6.8169 -3.6707
C 5.5092 -6.6609 -3.8439
O 6.2232 -7.3970 -2.8781
C 7.5513 -7.7131 -3.3430
N 3.2319 -6.0218 -4.6471
H 3.8204 -8.9546 -2.9553
H 3.7372 -8.7118 -4.7500
H 2.4463 -8.2973 -3.5693
H 3.8272 -6.4143 -2.6716
H 5.7715 -5.6048 -3.9070
H 5.7483 -7.0284 -4.8419
H 7.5052 -8.6300 -3.9306
H 8.2472 -7.9720 -2.5450
H 8.0965 -6.9202 -3.8549
H 3.5350 -5.0596 -4.5976
H 2.2730 -6.0633 -4.3326
C -8.5631 5.6861 -2.4160
C -9.4584 6.9061 -2.4699
C -10.5664 6.6949 -3.5756
O -11.2750 7.9444 -3.6430
C -12.2769 8.0438 -4.5728
N -10.1665 6.9916 -1.2094
H -7.9413 5.5899 -3.3060
H -9.1789 4.7932 -2.3082
H -7.9577 5.7272 -1.5105
H -8.9234 7.8163 -2.7407
H -11.2817 5.9142 -3.3169
H -10.1383 6.4007 -4.5339
H -12.0176 7.5980 -5.5331
H -12.6522 9.0614 -4.6806
H -13.1132 7.4340 -4.2311
H -10.8574 7.7088 -1.3777
H -10.6120 6.0856 -1.1820
C 6.1236 2.1503 5.9414
C 7.0995 2.2894 7.1188
C 7.4165 0.9437 7.8306
O 6.2151 0.3193 8.2998
C 6.3006 -1.0981 8.3094
N 8.3083 3.0095 6.7352
H 6.5498 1.5658 5.1261
H 5.8238 3.1412 5.6001
H 5.2767 1.6541 6.4154
H 6.5876 2.8771 7.8808
H 8.1630 1.0798 8.6131
H 7.9079 0.3355 7.0712
H 5.4638 -1.4607 8.9063
H 7.2048 -1.5306 8.7378
H 6.2099 -1.4574 7.2843
H 8.8365 2.6713 5.9436
H 9.0079 2.9365 7.4600
C 5.8875 10.5142 -3.8360
C 6.7105 9.6985 -2.9200
C 5.9631 8.8331 -1.8640
O 5.3463 7.6563 -2.4437
C 5.0339 6.7106 -1.4130
N 7.5498 8.8557 -3.8269
H 5.4062 9.9172 -4.6107
H 6.5416 11.2157 -4.3538
H 5.1373 11.1564 -3.3746
H 7.3011 10.4356 -2.3759
H 5.1476 9.3172 -1.3267
H 6.7178 8.5501 -1.1302
H 4.4693 7.1566 -0.5943
H 5.8760 6.3942 -0.7974
H 4.5417 5.8047 -1.7669
H 8.4285 8.6940 -3.3559
H 7.0814 7.9690 -3.7069
C -6.4578 3.0455 4.3523
C -6.2734 4.4984 4.9922
C -4.9733 5.1875 4.4917
O -3.8547 4.5377 5.0011
C -2.5747 5.1031 4.5875
N -7.4887 5.1774 4.6959
H -7.2052 2.3702 4.7689
H -5.5291 2.5591 4.6507
H -6.3978 3.1027 3.2655
H -6.1493 4.3344 6.0626
H -4.9294 6.2355 4.7882
H -4.8775 5.1912 3.4060
H -2.3452 5.2460 3.5316
H -1.7325 4.5416 4.9919
H -2.4586 6.0583 5.0996
H -7.3796 5.3647 3.7095
H -7.4862 6.0828 5.1435
C 8.9834 -1.7929 -0.7773
C 8.1142 -1.6119 0.4582
C 6.9652 -2.6450 0.6975
O 6.1629 -2.1854 1.7906
C 5.0991 -3.1379 2.0136
N 8.9907 -1.4765 1.6194
H 9.1378 -2.7999 -1.1648
H 9.9674 -1.3309 -0.6972
H 8.5750 -1.2293 -1.6162
H 7.5558 -0.6786 0.3857
H 7.4692 -3.5928 0.8868
H 6.3387 -2.6000 -0.1933
H 4.6247 -2.8921 2.9637
H 5.6114 -4.0867 2.1732
H 4.3427 -3.0638 1.2323
H 8.3771 -1.4091 2.4189
H 9.4477 -2.3650 1.7669
C 3.9729 0.8699 -7.4036
C 4.4293 0.9867 -5.9255
C 5.6592 1.9191 -5.8158
O 6.7975 1.4867 -6.6072
C 7.9449 2.3096 -6.4271
N 3.2964 1.4976 -5.1421
H 4.7873 0.4607 -8.0014
H 3.8102 1.8312 -7.8909
H 3.0943 0.2297 -7.4830
H 4.7783 0.0444 -5.5032
H 5.9408 1.9277 -4.7628
H 5.2877 2.9091 -6.0806
H 8.6102 2.1050 -7.2659
H 8.3205 2.1247 -5.4207
H 7.6702 3.3624 -6.4917
H 3.2353 2.5050 -5.1797
H 2.3471 1.1574 -5.1987
C -1.9275 7.8730 -5.3340
C -0.9642 7.7635 -4.2058
C -1.5532 7.1641 -2.9648
O 0.1537 6.9981 -4.6009
H -2.2594 6.8810 -5.6401
H -1.4992 8.4152 -6.1770
H -2.8295 8.4226 -5.0647
H -0.5725 8.7350 -3.9043
H -2.3836 7.7754 -2.6113
H -0.9210 7.0801 -2.0809
H -1.9236 6.1449 -3.0750
H 0.9526 7.3091 -4.1689
C -0.3752 0.3745 0.7067
C -1.5906 -0.5590 0.6637
C -2.6844 -0.2129 -0.3343
O -1.1833 -1.8119 0.3513
H 0.2827 0.1652 -0.1369
H 0.2054 0.2571 1.6217
H -0.6089 1.4360 0.6240
H -2.0099 -0.5668 1.6698
H -3.4645 -0.9677 -0.4338
H -2.3020 -0.1381 -1.3522
H -3.1771 0.7206 -0.0628
H -1.3201 -1.9647 -0.5866
C -1.3420 -10.2007 1.2853
C -0.3155 -9.2761 1.9686
O -0.0772 -9.6193 3.3439
O -0.7331 -11.3339 0.7332
H -1.8778 -9.6805 0.4913
H -2.1173 -10.4657 2.0041
H -0.5993 -8.2389 1.7900
H 0.6563 -9.3048 1.4759
H -0.7940 -9.2048 3.8296
H -0.3823 -11.8943 1.4292
C -5.2261 -4.8669 -7.6300
C -4.0273 -4.4604 -6.6891
O -3.8257 -5.4479 -5.6610
O -6.4825 -4.6386 -6.9513
H -5.1096 -5.9288 -7.8466
H -5.3518 -4.2990 -8.5519
H -4.3783 -3.5081 -6.2915
H -3.1153 -4.4504 -7.2860
H -4.6399 -5.6276 -5.1851
H -6.9818 -3.8813 -7.2658
```

Atom charges from the Mulliken analysis, given in e for atoms 1 to 5:
1 C -1.353
2 C 0.320
3 C -0.632
4 O -0.320
5 C -0.700

---

The following is a quantum chemistry calculation of a cluster of 13 separate species, C46H128Cl10N12O20P8 in total, from the OMol25 dataset.

```
224
C46H128Cl10N12O20P8 | the OMol25 dataset | ωB97M-V/def2-TZVPD
Cl 20.8290 12.1304 16.4027
C 20.9990 12.9573 17.9556
C 20.9281 14.4958 17.7724
Cl 19.2622 15.0036 17.2986
H 21.9210 12.5941 18.4096
H 20.1411 12.5901 18.5189
H 21.6006 14.8593 16.9954
H 21.0806 15.0218 18.7149
Cl 23.6576 15.1726 20.4789
C 24.9907 15.1180 21.6786
C 25.5280 16.4970 21.8419
Cl 24.3429 17.4759 22.6876
H 25.7429 14.4526 21.2548
H 24.6664 14.7408 22.6485
H 25.7808 16.9818 20.8990
H 26.3957 16.4462 22.4996
Cl 23.1514 18.1321 17.8067
C 24.1135 17.1674 16.6334
C 24.6163 17.9399 15.4256
Cl 25.8238 19.1953 15.8043
H 23.4936 16.3050 16.3883
H 25.0312 16.7447 17.0423
H 23.8036 18.4149 14.8760
H 25.1136 17.2279 14.7670
Cl 23.2685 20.5511 24.2171
C 22.1163 21.5224 25.1988
C 20.8381 21.9204 24.3558
Cl 21.3358 22.9093 22.9490
H 22.5388 22.4549 25.5728
H 21.8473 20.9048 26.0558
H 20.1209 22.5014 24.9357
H 20.3046 21.0327 24.0159
Cl 18.0776 21.3068 18.1954
C 18.5391 21.8674 19.8407
C 17.2809 22.5647 20.4958
Cl 17.7123 23.1622 22.1141
H 19.2864 22.6458 19.6866
H 18.9130 21.0546 20.4632
H 16.5092 21.8096 20.6455
H 16.9570 23.4075 19.8852
C 20.4369 13.7085 13.1984
O 20.6922 14.6842 14.2181
P 21.6517 15.9462 13.7929
O 23.0444 15.6248 13.4986
O 20.8755 16.5341 12.4314
C 21.5076 17.5411 11.6363
O 21.4330 17.0080 14.9826
C 20.2230 17.6924 15.1293
H 20.2539 12.7146 13.6068
H 21.3293 13.5073 12.6058
H 19.5673 13.9296 12.5794
H 22.5906 17.5802 11.7531
H 21.0801 18.5407 11.7149
H 21.3470 17.1795 10.6207
H 19.5390 17.4402 14.3190
H 20.3518 18.7747 15.1387
H 19.8125 17.4620 16.1124
C 15.9031 20.4365 24.3640
O 14.4768 20.3773 24.5772
P 13.7037 21.3305 25.6680
O 12.3982 20.8142 26.1206
O 13.7032 22.8329 25.0252
C 14.9214 23.5614 24.8459
O 14.7746 21.4097 26.8924
C 14.5277 22.0005 28.1734
H 16.1556 20.2336 23.3232
H 16.3443 19.6829 25.0163
H 16.4269 21.3568 24.6223
H 15.7246 23.1316 25.4443
H 14.8905 24.6137 25.1282
H 15.2238 23.4965 23.8007
H 15.2429 22.7577 28.4949
H 14.4142 21.2489 28.9546
H 13.5727 22.5240 28.2179
C 18.9852 16.2413 31.1947
O 18.2642 15.9142 29.9437
P 16.9509 16.7434 29.5080
O 15.7769 16.5169 30.3372
O 16.6490 16.3762 27.9454
C 15.6905 17.0945 27.2014
O 17.4741 18.2767 29.5028
C 18.5353 18.6924 28.6944
H 19.9761 16.5030 30.8236
H 19.1521 15.3957 31.8620
H 18.5986 17.1455 31.6649
H 14.7886 16.4864 27.1321
H 15.9690 17.1765 26.1507
H 15.5811 18.1292 27.5262
H 19.1948 19.4284 29.1544
H 18.1554 19.1789 27.7960
H 19.2413 17.9486 28.3251
C 21.9120 14.8382 27.3763
O 21.4480 16.1839 27.4897
P 22.4049 17.3804 28.1446
O 21.8762 18.7454 28.0540
O 22.7060 16.9123 29.6759
C 23.7771 17.3904 30.4842
O 23.8229 17.1040 27.4282
C 24.1782 17.7499 26.2117
H 21.0814 14.1342 27.3258
H 22.5939 14.6196 28.1981
H 22.4318 14.8003 26.4189
H 24.6308 16.7140 30.5248
H 23.3612 17.6100 31.4675
H 24.1079 18.3212 30.0233
H 24.8819 18.5570 26.4154
H 23.2491 18.0833 25.7494
H 24.7291 17.0855 25.5459
O 21.6924 8.9723 22.9344
P 22.4735 10.1096 23.4809
N 24.1285 10.1174 23.0629
C 25.0328 11.2616 22.9963
C 24.4759 9.1263 22.0216
N 22.5374 10.3901 25.2166
C 21.3362 10.1339 25.9846
C 23.2286 11.4654 25.9383
N 21.9647 11.5349 22.7217
C 22.2105 11.6868 21.2887
C 20.7567 12.2388 23.2090
H 24.7015 12.1675 23.5039
H 25.1286 11.5134 21.9401
H 25.9362 11.0504 23.5684
H 24.7458 8.2046 22.5370
H 25.4035 9.4651 21.5603
H 23.7755 8.9973 21.1964
H 20.4586 10.7614 25.8293
H 21.0844 9.1082 25.7153
H 21.6254 9.9848 27.0249
H 24.3024 11.3062 25.8392
H 22.9148 12.4327 25.5459
H 23.0555 11.5443 27.0115
H 21.6651 12.5133 20.8331
H 23.2550 11.9021 21.0635
H 21.8655 10.7752 20.8007
H 21.0396 13.2898 23.1516
H 20.3681 12.0001 24.1991
H 19.9916 12.0309 22.4610
O 13.8980 16.8965 15.9583
P 13.8798 17.3868 17.3676
N 15.4385 17.8889 17.9352
C 16.6072 17.7720 17.0275
C 15.7501 18.1232 19.3423
N 13.3066 16.2361 18.5099
C 11.8778 16.0363 18.7844
C 14.0799 14.9593 18.6928
N 12.8612 18.8184 17.5586
C 12.4792 19.6668 16.4551
C 12.8455 19.4976 18.9092
H 17.5280 18.2212 17.3996
H 16.3545 18.2672 16.0900
H 16.8467 16.7490 16.7372
H 16.1837 19.1161 19.4618
H 16.3498 17.3311 19.7908
H 14.8389 18.2888 19.9170
H 11.3232 15.8310 17.8688
H 11.7839 15.1786 19.4504
H 11.3898 16.8969 19.2418
H 14.0340 14.6989 19.7502
H 13.4966 14.1977 18.1753
H 15.1340 14.9755 18.4156
H 13.3088 20.2998 16.1400
H 12.2135 19.0640 15.5866
H 11.6328 20.3338 16.6185
H 12.9502 18.7474 19.6931
H 11.9459 20.0688 19.1384
H 13.7270 20.1192 19.0662
O 11.0936 14.9915 25.4254
P 11.7364 13.7488 24.9136
N 12.5419 12.7729 26.1201
C 13.5773 11.7603 25.8109
C 12.3781 12.9568 27.5666
N 12.9758 14.1201 23.7172
C 14.0891 14.8996 24.0975
C 12.7887 13.9569 22.2426
N 10.6246 12.7413 24.2433
C 9.2620 12.7538 24.8206
C 11.0038 11.5533 23.5087
H 14.5298 12.2882 25.7663
H 13.2793 11.2620 24.8883
H 13.6021 10.9894 26.5811
H 11.4044 13.4118 27.7482
H 13.0274 13.7638 27.9062
H 12.4176 12.0315 28.1413
H 14.2639 14.7634 25.1648
H 15.0195 14.5323 23.6643
H 14.0167 15.9045 23.6817
H 13.6175 13.3770 21.8366
H 11.7745 13.6800 21.9548
H 12.9203 14.9303 21.7700
H 8.7986 11.9570 24.2387
H 9.2828 12.4083 25.8542
H 8.8029 13.7383 24.7310
H 11.2202 10.7771 24.2427
H 11.9288 11.6902 22.9485
H 10.2037 11.3472 22.7978
O 18.6429 19.3851 22.7936
P 19.2362 18.0454 22.4584
N 18.1721 16.7350 22.2233
C 18.5430 15.3380 22.0016
C 16.8250 16.8557 22.7061
N 20.2473 17.4626 23.7046
C 20.2490 18.0616 25.0563
C 20.9760 16.1484 23.5534
N 20.2078 18.0903 21.0106
C 21.4796 18.7759 21.0251
C 19.6175 18.0338 19.6682
H 19.5693 15.2888 21.6377
H 17.8401 14.8565 21.3218
H 18.4878 14.7499 22.9177
H 16.1377 16.4634 21.9566
H 16.5212 17.8773 22.9345
H 16.6581 16.3010 23.6294
H 21.2181 18.5160 25.2626
H 19.5969 18.9327 25.1199
H 19.9259 17.3736 25.8376
H 21.8917 16.1710 24.1442
H 20.3484 15.3293 23.9045
H 21.2165 15.9940 22.5016
H 22.0733 18.0561 20.4616
H 21.4464 19.7747 20.5898
H 21.9498 18.8496 22.0057
H 18.8587 18.7881 19.4600
H 19.1296 17.0751 19.4925
H 20.2981 18.1617 18.8264
```

Atom charges from the Mulliken analysis, given in e for atoms 1 to 5:
1 Cl -0.212
2 C -0.426
3 C 0.749
4 Cl -0.056
5 H 0.229

---

no.,HOMO level (eV),E_tot (Eh),maximum force (eV Å⁻¹)
1,-8.96,-3449.80265,3.473
2,-8.12,-11324.51898,3.781